1.
{"formula": "C30H40BrCaF6N7O6S3", "method": "ωB97M-V/def2-TZVPD", "charge": 0, "orbital_gap_ev": 8.542, "species": ["Ca", "C", "C", "C", "C", "C", "C", "C", "C", "C", "C", "C", "C", "H", "H", "H", "H", "H", "H", "H", "H", "H", "H", "H", "H", "H", "H", "H", "H", "H", "H", "F", "C", "F", "F", "S", "O", "O", "N", "S", "O", "O", "C", "F", "F", "F", "S", "C", "N", "C", "C", "C", "N", "H", "H", "H", "H", "H", "H", "H", "H", "C", "C", "C", "C", "N", "C", "N", "N", "N", "H", "H", "H", "H", "H", "H", "H", "H", "H", "H", "Br", "C", "C", "C", "C", "C", "C", "C", "O", "O", "H", "H", "H", "H"], "coordinates": [[0.341, 0.552, 0.372], [1.467, -2.890, -3.364], [0.213, -2.550, -2.594], [-0.722, -1.657, -3.123], [-0.432, -0.906, -4.401], [-1.921, -1.416, -2.448], [-3.007, -0.604, -3.104], [-2.109, -1.935, -1.166], [-3.317, -1.524, -0.357], [-1.171, -2.825, -0.625], [-1.457, -3.452, 0.722], [-0.019, -3.150, -1.351], [0.990, -4.143, -0.826], [2.305, -2.256, -3.055], [1.330, -2.760, -4.435], [1.762, -3.927, -3.207], [-0.816, -1.415, -5.292], [0.639, -0.761, -4.534], [-0.886, 0.086, -4.368], [-2.922, 0.459, -2.860], [-3.994, -0.938, -2.788], [-2.969, -0.703, -4.189], [-4.141, -2.239, -0.449], [-3.694, -0.552, -0.672], [-3.078, -1.432, 0.702], [-1.125, -2.818, 1.554], [-0.981, -4.424, 0.833], [-2.525, -3.606, 0.864], [0.882, -5.120, -1.308], [0.889, -4.298, 0.245], [2.010, -3.804, -1.009], [1.937, 4.462, 3.655], [1.836, 4.461, 2.330], [1.718, 5.714, 1.894], [2.933, 3.920, 1.806], [0.340, 3.512, 1.827], [0.379, 3.494, 0.388], [-0.756, 4.068, 2.535], [0.798, 2.037, 2.277], [0.083, 1.095, 3.327], [-0.915, 1.652, 4.165], [-0.158, -0.157, 2.636], [1.515, 0.689, 4.415], [1.180, -0.331, 5.212], [2.572, 0.315, 3.684], [1.842, 1.740, 5.153], [2.273, 0.787, -1.850], [1.693, 1.996, -2.899], [0.895, 2.985, -2.509], [0.442, 4.054, -3.386], [0.294, 3.509, -4.795], [1.614, 2.888, -5.218], [2.060, 1.954, -4.192], [0.604, 2.992, -1.542], [1.155, 4.883, -3.371], [-0.505, 4.427, -2.998], [0.012, 4.299, -5.489], [-0.491, 2.748, -4.806], [2.364, 3.670, -5.370], [1.508, 2.342, -6.154], [2.674, 1.196, -4.436], [4.398, -5.365, 1.986], [3.582, -4.883, 3.180], [2.140, -5.374, 3.107], [3.645, -3.364, 3.342], [3.086, -2.634, 2.208], [1.852, -2.173, 2.010], [1.825, -1.556, 0.852], [3.082, -1.626, 0.355], [3.842, -2.274, 1.154], [4.373, -6.455, 1.928], [5.440, -5.050, 2.058], [3.996, -4.973, 1.050], [4.033, -5.279, 4.095], [1.661, -5.046, 2.182], [1.543, -5.012, 3.949], [2.106, -6.464, 3.117], [4.670, -3.013, 3.453], [3.082, -3.048, 4.221], [1.027, -2.294, 2.692], [-4.459, 2.661, 1.776], [-4.132, 3.196, -0.008], [-5.033, 4.116, -0.536], [-4.898, 4.561, -1.838], [-3.864, 4.082, -2.631], [-2.976, 3.166, -2.101], [-3.082, 2.709, -0.786], [-2.026, 1.744, -0.310], [-1.905, 1.441, 0.897], [-1.232, 1.290, -1.192], [-5.839, 4.477, 0.087], [-5.605, 5.281, -2.233], [-3.756, 4.417, -3.656], [-2.163, 2.766, -2.692]], "lowdin_charge": [1.28, -0.05, -0.19, -0.18, -0.04, -0.19, -0.03, -0.19, -0.04, -0.18, -0.04, -0.19, -0.06, 0.08, 0.07, 0.07, 0.09, 0.06, 0.07, 0.07, 0.08, 0.08, 0.09, 0.07, 0.08, 0.07, 0.07, 0.08, 0.10, 0.03, 0.06, 0.15, -0.68, 0.15, 0.15, 0.62, -0.30, -0.22, -0.39, 0.59, -0.21, -0.40, -0.67, 0.13, 0.13, 0.16, 0.59, -0.82, 0.04, -0.15, -0.16, -0.17, 0.01, 0.07, 0.13, 0.11, 0.12, 0.11, 0.12, 0.12, 0.12, -0.07, -0.41, -0.07, -0.10, -0.08, -0.16, -0.03, 0.00, 0.09, 0.08, 0.08, 0.07, 0.14, 0.06, 0.08, 0.08, 0.13, 0.13, 0.13, 0.83, -0.58, -0.13, -0.08, -0.08, -0.04, -0.14, -0.66, -0.15, -0.17, 0.09, 0.11, 0.10, 0.10]}

2.
{"formula": "C6H12", "method": "ωB97M-V/def2-TZVPD", "charge": 0, "smiles": "CC(C)C1CC1", "orbital_gap_ev": 11.341, "species": ["C", "C", "C", "C", "C", "C", "H", "H", "H", "H", "H", "H", "H", "H", "H", "H", "H", "H"], "coordinates": [[0.853, 1.392, -0.762], [-0.382, 0.543, -0.435], [-1.163, 1.113, 0.751], [0.090, -0.896, -0.246], [0.954, -1.252, 0.930], [-0.418, -1.853, 0.795], [1.352, 1.012, -1.662], [0.603, 2.445, -0.929], [1.575, 1.338, 0.062], [-1.053, 0.565, -1.306], [-2.123, 0.602, 0.880], [-1.370, 2.178, 0.594], [-0.603, 1.026, 1.691], [0.386, -1.361, -1.187], [1.094, -0.491, 1.697], [1.826, -1.878, 0.765], [-1.183, -1.526, 1.494], [-0.485, -2.903, 0.523]], "lowdin_charge": [-0.08, -0.41, -0.08, -0.29, -0.13, -0.12, 0.08, 0.07, 0.08, 0.13, 0.08, 0.08, 0.08, 0.14, 0.10, 0.10, 0.09, 0.10]}

3.
{"formula": "C2HEuO3", "method": "ωB97M-V/def2-TZVPD", "charge": 3, "orbital_gap_ev": [7.568, 9.906], "multiplicity": 8, "species": ["C", "O", "C", "O", "O", "Eu", "H"], "coordinates": [[-1.044, 1.540, -0.489], [-0.273, 1.650, -1.554], [0.650, 0.376, -1.075], [-0.092, 0.194, 0.041], [1.545, -0.095, -1.639], [-0.215, -1.378, 1.959], [-1.223, 2.379, 0.202]], "lowdin_charge": [0.44, 0.28, -0.30, -0.11, 0.45, 2.01, 0.24]}

4.
{"formula": "C28H77N7O7", "method": "ωB97M-V/def2-TZVPD", "charge": 1, "orbital_gap_ev": [8.547, 2.949], "multiplicity": 2, "species": ["C", "C", "C", "O", "C", "N", "H", "H", "H", "H", "H", "H", "H", "H", "H", "H", "H", "C", "C", "C", "O", "C", "N", "H", "H", "H", "H", "H", "H", "H", "H", "H", "H", "H", "C", "C", "C", "O", "C", "N", "H", "H", "H", "H", "H", "H", "H", "H", "H", "H", "H", "C", "C", "C", "O", "C", "N", "H", "H", "H", "H", "H", "H", "H", "H", "H", "H", "H", "C", "C", "C", "O", "C", "N", "H", "H", "H", "H", "H", "H", "H", "H", "H", "H", "H", "C", "C", "C", "O", "C", "N", "H", "H", "H", "H", "H", "H", "H", "H", "H", "H", "H", "C", "C", "C", "O", "C", "N", "H", "H", "H", "H", "H", "H", "H", "H", "H", "H", "H"], "coordinates": [[-21.437, -13.053, -24.135], [-20.083, -12.639, -24.422], [-19.114, -13.169, -23.360], [-17.827, -12.532, -23.448], [-17.191, -12.319, -22.228], [-19.684, -13.151, -25.708], [-21.760, -12.531, -23.234], [-21.450, -14.141, -24.080], [-22.127, -12.760, -24.926], [-19.953, -11.559, -24.490], [-19.186, -14.231, -23.594], [-19.603, -13.067, -22.391], [-17.048, -13.223, -21.637], [-17.904, -11.700, -21.683], [-16.163, -11.967, -22.317], [-18.681, -13.091, -25.807], [-19.983, -12.479, -26.400], [-12.576, -5.604, -15.263], [-11.043, -5.652, -15.287], [-10.288, -4.888, -14.130], [-8.912, -4.774, -14.453], [-8.184, -4.078, -13.454], [-10.633, -7.032, -15.216], [-13.032, -5.995, -14.353], [-13.081, -6.160, -16.053], [-12.782, -4.534, -15.293], [-10.831, -5.256, -16.280], [-10.403, -5.511, -13.243], [-10.749, -3.931, -13.888], [-8.620, -3.127, -13.148], [-7.188, -3.820, -13.814], [-8.151, -4.654, -12.529], [-9.744, -6.935, -15.686], [-10.299, -7.321, -14.308], [-16.461, -7.853, -17.109], [-16.604, -9.016, -18.142], [-16.395, -10.466, -17.601], [-16.639, -11.497, -18.616], [-15.784, -12.622, -18.485], [-17.952, -9.004, -18.627], [-17.118, -7.953, -16.246], [-16.864, -6.918, -17.497], [-15.444, -7.736, -16.736], [-15.981, -8.858, -19.022], [-17.003, -10.717, -16.731], [-15.362, -10.494, -17.254], [-16.005, -13.376, -19.240], [-15.875, -12.982, -17.461], [-14.778, -12.323, -18.777], [-18.645, -8.635, -17.992], [-17.977, -9.947, -18.988], [-14.354, -9.882, -23.551], [-13.039, -9.491, -22.918], [-12.998, -10.063, -21.486], [-11.872, -9.623, -20.760], [-11.759, -10.001, -19.414], [-12.120, -10.130, -23.917], [-14.492, -10.957, -23.663], [-14.384, -9.274, -24.455], [-15.123, -9.412, -22.938], [-12.971, -8.405, -22.867], [-13.041, -11.151, -21.543], [-13.862, -9.675, -20.947], [-12.735, -10.073, -18.935], [-10.985, -9.482, -18.848], [-11.335, -11.005, -19.409], [-12.517, -9.845, -24.801], [-11.222, -9.673, -23.845], [-19.942, -5.625, -13.169], [-18.633, -4.849, -12.970], [-18.285, -3.831, -14.148], [-17.801, -4.564, -15.261], [-17.465, -3.721, -16.415], [-18.833, -4.338, -11.623], [-19.943, -6.135, -14.132], [-20.809, -4.965, -13.186], [-20.088, -6.368, -12.384], [-17.852, -5.601, -12.860], [-17.516, -3.109, -13.874], [-19.220, -3.292, -14.305], [-16.683, -2.984, -16.231], [-18.306, -3.085, -16.692], [-17.240, -4.345, -17.281], [-18.035, -3.755, -11.413], [-19.510, -3.601, -11.756], [-20.709, -9.510, -22.076], [-21.479, -9.472, -20.747], [-21.254, -10.705, -19.840], [-21.484, -11.884, -20.536], [-22.829, -12.347, -20.363], [-20.910, -8.375, -20.050], [-19.670, -9.827, -21.991], [-20.671, -8.589, -22.658], [-21.287, -10.231, -22.653], [-22.551, -9.437, -20.945], [-21.607, -10.621, -18.812], [-20.193, -10.879, -19.662], [-23.642, -11.676, -20.640], [-23.060, -12.703, -19.360], [-22.911, -13.218, -21.013], [-21.060, -7.563, -20.631], [-19.910, -8.466, -20.164], [-20.365, -8.914, -15.093], [-19.106, -9.535, -14.486], [-18.703, -8.747, -13.201], [-17.816, -9.445, -12.223], [-17.874, -9.099, -10.876], [-19.487, -10.883, -14.095], [-20.149, -7.928, -15.505], [-21.202, -8.797, -14.404], [-20.791, -9.396, -15.974], [-18.314, -9.465, -15.232], [-19.641, -8.451, -12.732], [-18.323, -7.751, -13.429], [-18.851, -9.150, -10.395], [-17.384, -8.161, -10.613], [-17.193, -9.811, -10.409], [-18.742, -11.476, -14.432], [-19.322, -11.102, -13.124]], "lowdin_charge": [-0.07, -0.51, -0.17, -0.17, -0.12, 0.05, 0.06, 0.10, 0.09, 0.13, 0.13, 0.11, 0.08, 0.07, 0.07, 0.07, 0.08, -0.08, -0.42, -0.20, -0.18, -0.11, 0.02, 0.07, 0.06, 0.07, 0.14, 0.12, 0.12, 0.08, 0.09, 0.09, 0.07, 0.07, 0.00, -0.29, -0.11, -0.20, -0.06, 0.35, 0.07, 0.08, 0.09, 0.17, 0.13, 0.14, 0.09, 0.10, 0.09, 0.15, 0.12, -0.10, -0.41, -0.21, -0.18, -0.11, 0.04, 0.09, 0.08, 0.07, 0.14, 0.13, 0.10, 0.06, 0.09, 0.09, 0.06, 0.07, -0.08, -0.42, -0.18, -0.21, -0.07, 0.03, 0.05, 0.08, 0.07, 0.12, 0.12, 0.12, 0.08, 0.08, 0.07, 0.07, 0.07, -0.05, -0.42, -0.23, -0.19, -0.09, 0.02, 0.07, 0.09, 0.07, 0.15, 0.13, 0.10, 0.09, 0.09, 0.09, 0.08, 0.04, -0.08, -0.42, -0.13, -0.19, -0.13, 0.05, 0.06, 0.09, 0.07, 0.09, 0.10, 0.10, 0.09, 0.08, 0.09, 0.06, 0.07]}

5.
{"formula": "CH4ClN2P", "method": "ωB97M-V/def2-TZVPD", "charge": 0, "smiles": "[H]/N=P(/Cl)=N\\C", "orbital_gap_ev": 7.929, "species": ["H", "N", "P", "Cl", "N", "C", "H", "H", "H"], "coordinates": [[-0.832, -1.887, 1.179], [-1.044, -2.328, 0.156], [-0.678, -0.941, -0.654], [-0.242, -1.695, -2.414], [0.317, 0.267, -0.349], [0.579, 1.358, 0.424], [-0.200, 2.152, 0.151], [1.469, 1.773, 0.002], [0.631, 1.302, 1.504]], "lowdin_charge": [0.02, -0.31, 0.32, 0.32, -0.32, -0.26, 0.11, 0.07, 0.07]}

6.
{"formula": "C16H16Cl2N4S", "method": "ωB97M-V/def2-TZVPD", "charge": 0, "smiles": "S=C(Nc1cc(Cl)cc(Cl)c1)N1CCN(c2ccccn2)CC1", "orbital_gap_ev": 8.362, "species": ["S", "C", "N", "C", "C", "C", "Cl", "C", "C", "Cl", "C", "N", "C", "C", "N", "C", "C", "C", "C", "C", "N", "C", "C", "H", "H", "H", "H", "H", "H", "H", "H", "H", "H", "H", "H", "H", "H", "H", "H"], "coordinates": [[1.785, -2.200, -1.208], [1.388, -1.062, -0.080], [2.218, -0.017, 0.261], [3.574, 0.121, -0.004], [4.432, -0.971, -0.107], [5.779, -0.752, -0.330], [6.835, -2.106, -0.460], [6.308, 0.525, -0.438], [5.443, 1.599, -0.310], [6.065, 3.204, -0.423], [4.090, 1.414, -0.095], [0.181, -1.095, 0.525], [-0.833, -2.006, 0.015], [-2.197, -1.680, 0.620], [-2.442, -0.258, 0.605], [-3.496, 0.263, -0.088], [-3.756, 1.644, -0.127], [-4.845, 2.087, -0.846], [-5.656, 1.170, -1.504], [-5.325, -0.168, -1.394], [-4.286, -0.614, -0.713], [-1.435, 0.585, 1.208], [-0.244, -0.277, 1.634], [1.761, 0.857, 0.487], [4.054, -1.975, -0.024], [7.360, 0.676, -0.612], [3.440, 2.271, -0.003], [-0.553, -3.041, 0.237], [-0.866, -1.901, -1.074], [-2.984, -2.145, 0.026], [-2.266, -2.059, 1.646], [-3.131, 2.348, 0.397], [-5.066, 3.145, -0.893], [-6.514, 1.487, -2.075], [-5.918, -0.935, -1.875], [-1.096, 1.336, 0.480], [-1.838, 1.113, 2.084], [-0.537, -0.933, 2.461], [0.569, 0.351, 1.997]], "lowdin_charge": [0.73, -0.77, 0.06, -0.25, -0.09, -0.66, 0.70, -0.14, -0.67, 0.68, -0.05, -0.12, -0.18, -0.14, -0.07, -0.29, -0.02, -0.08, -0.09, -0.15, 0.10, -0.14, -0.12, 0.13, 0.06, 0.10, 0.11, 0.11, 0.10, 0.11, 0.12, 0.09, 0.11, 0.09, 0.11, 0.13, 0.13, 0.13, 0.12]}